# 1
Entry from the Open Molecules 2025 dataset: a molecular structure, ClH8O4Zn at a distorted geometry (wB97M-V/def2-TZVPD).

ORCA input file:
```
! wB97M-V def2-TZVPD RIJCOSX def2/J DEFGRID3
* xyz 0 2
Zn 2.48 0.60 2.34
Cl 1.07 0.61 0.32
O -1.82 1.79 -0.52
H -0.92 1.65 -0.22
H -2.32 1.94 0.28
O -1.54 0.02 2.56
H -0.83 0.24 1.95
H -1.26 0.39 3.40
O -0.95 -1.57 -1.32
H -1.57 -2.02 -0.74
H -0.57 -0.89 -0.76
O 2.48 -1.12 -2.64
H 3.37 -0.87 -2.89
H 2.37 -0.77 -1.75
*
```

E_LUMO (spin up / spin down) in eV: -0.79 / -3.59
HOMO-LUMO gap (spin up / spin down) in eV: 9.34 / 7.01
ΔE to the lowest compared entry with this formula, charge and spin in kcal per mole: 6.54
F_max in eV/A: 1.80

Mulliken atomic charge list, values in e, 8 entries: 0.464 -0.523 -0.578 0.266 0.326 -0.572 0.289 0.305



# 2
Entry from the Open Molecules 2025 dataset: ClHNO2P in the gas phase at a distorted geometry (wB97M-V/def2-TZVPD).

ORCA input file:
```
! wB97M-V def2-TZVPD RIJCOSX def2/J DEFGRID3
* xyz 0 1
O -0.36 0.46 1.60
N 0.42 -0.06 0.87
O 1.61 -0.22 0.94
P -0.20 -0.80 -0.73
Cl 0.25 1.03 -2.22
H -1.71 -0.40 -0.46
*
```

E_LUMO in eV: -1.96
HOMO-LUMO gap in eV: 8.89
ΔE to the lowest compared entry with this formula, charge and spin in kcal per mole: 39.95
F_max in eV/A: 3.43
SMILES: O=[N+]([O-])PCl

Atom-resolved charges from Mulliken, all expressed in e: -0.509 0.871 -0.492 0.199 -0.231 0.162



# 3
Entry from the Open Molecules 2025 dataset: a molecular structure, ClHNO2S at a distorted geometry (wB97M-V/def2-TZVPD).

ORCA input file:
```
! wB97M-V def2-TZVPD RIJCOSX def2/J DEFGRID3
* xyz -1 1
N -0.50 -1.09 0.48
O -2.86 2.73 -1.46
O -0.58 2.70 -2.20
S -1.68 1.89 -1.65
Cl -1.50 0.35 0.52
H -0.63 -1.33 -0.53
*
```

E_LUMO (spin up / spin down) in eV: 3.32 / 3.32
HOMO-LUMO gap (spin up / spin down) in eV: 6.05 / 6.04
ΔE to the lowest compared entry with this formula, charge and spin in kcal per mole: 66.20
F_max in eV/A: 2.85

Atom-resolved charges from Mulliken, all expressed in e: -0.557 -0.456 -0.476 0.640 -0.230 0.079



# 4
Entry from the Open Molecules 2025 dataset: ClHNP in the gas phase at a distorted geometry (wB97M-V/def2-TZVPD).

ORCA input file:
```
! wB97M-V def2-TZVPD RIJCOSX def2/J DEFGRID3
* xyz 0 1
N -0.91 -0.52 -0.65
P 1.89 0.53 1.83
Cl 0.54 -0.16 -0.09
H -1.53 0.16 -1.09
*
```

E_LUMO (spin up / spin down) in eV: -2.06 / -2.15
HOMO-LUMO gap (spin up / spin down) in eV: 6.32 / 6.23
ΔE to the lowest compared entry with this formula, charge and spin in kcal per mole: 156.69
F_max in eV/A: 2.04

Atom-resolved charges from Mulliken, all expressed in e: -0.429 0.134 0.080 0.214



# 5
Entry from the Open Molecules 2025 dataset: a molecular structure, ClHOS at a distorted geometry (wB97M-V/def2-TZVPD).

ORCA input file:
```
! wB97M-V def2-TZVPD RIJCOSX def2/J DEFGRID3
* xyz 0 1
O -4.16 0.33 -1.11
S -0.25 0.06 -1.31
Cl -2.70 0.74 -0.73
H -0.67 -1.14 -1.85
*
```

E_LUMO (spin up / spin down) in eV: -3.51 / -3.51
HOMO-LUMO gap (spin up / spin down) in eV: 6.49 / 6.48
ΔE to the lowest compared entry with this formula, charge and spin in kcal per mole: 81.26
F_max in eV/A: 2.41

Atom-resolved charges from Mulliken, all expressed in e: -0.355 -0.168 0.329 0.194



# 6
Entry from the Open Molecules 2025 dataset: a molecular structure, ClLi2 at a distorted geometry (wB97M-V/def2-TZVPD).

ORCA input file:
```
! wB97M-V def2-TZVPD RIJCOSX def2/J DEFGRID3
* xyz 1 1
Li 1.58 -0.12 1.10
Li -1.89 -0.11 -0.26
Cl 0.31 0.23 -0.84
*
```

E_LUMO in eV: -4.67
HOMO-LUMO gap in eV: 10.02
ΔE to the lowest compared entry with this formula, charge and spin in kcal per mole: 0.22
F_max in eV/A: 1.15

Atom-resolved charges from Mulliken, all expressed in e: 0.925 0.921 -0.846



# 7
Entry from the Open Molecules 2025 dataset: a molecular structure, ClNO at a distorted geometry (wB97M-V/def2-TZVPD).

ORCA input file:
```
! wB97M-V def2-TZVPD RIJCOSX def2/J DEFGRID3
* xyz 0 1
N -0.25 -0.59 0.00
O 1.04 0.59 0.00
Cl -1.60 0.19 0.00
*
```

E_LUMO (spin up / spin down) in eV: -3.09 / -3.09
HOMO-LUMO gap (spin up / spin down) in eV: 7.95 / 7.97
ΔE to the lowest compared entry with this formula, charge and spin in kcal per mole: 108.37
F_max in eV/A: 8.65

Atom-resolved charges from Mulliken, all expressed in e: 0.065 -0.308 0.243



# 8
Entry from the Open Molecules 2025 dataset: ClNO2 in the gas phase at a distorted geometry (wB97M-V/def2-TZVPD).

ORCA input file:
```
! wB97M-V def2-TZVPD RIJCOSX def2/J DEFGRID3
* xyz 0 1
O 1.61 0.58 -0.01
N 0.84 -0.33 0.02
O -0.33 -0.56 0.02
Cl -2.12 0.31 -0.02
*
```

E_LUMO (spin up / spin down) in eV: -2.08 / -2.10
HOMO-LUMO gap (spin up / spin down) in eV: 8.90 / 8.69
ΔE to the lowest compared entry with this formula, charge and spin in kcal per mole: 14.77
F_max in eV/A: 3.79
SMILES: O=NOCl

Atom-resolved charges from Mulliken, all expressed in e: -0.382 0.792 -0.291 -0.119



# 9
Entry from the Open Molecules 2025 dataset: 2 unconnected molecules or ions with the total composition ClNO3S at a distorted geometry (wB97M-V/def2-TZVPD).

ORCA input file:
```
! wB97M-V def2-TZVPD RIJCOSX def2/J DEFGRID3
* xyz 0 1
N -1.99 0.50 0.56
O -1.97 -0.53 1.06
O 1.61 0.19 1.01
O 2.01 -0.23 -1.50
S 1.45 -0.63 -0.22
Cl -1.10 0.71 -0.91
*
```

E_LUMO in eV: -1.36
HOMO-LUMO gap in eV: 9.48
ΔE to the lowest compared entry with this formula, charge and spin in kcal per mole: 8.41
F_max in eV/A: 3.69

Atom-resolved charges from Mulliken, all expressed in e: 0.327 -0.194 -0.372 -0.364 0.700 -0.097



# 10
Entry from the Open Molecules 2025 dataset: a molecular structure, ClNO7Rb4 at a distorted geometry (wB97M-V/def2-TZVPD).

ORCA input file:
```
! wB97M-V def2-TZVPD RIJCOSX def2/J DEFGRID3
* xyz 2 1
Rb -5.58 -1.98 -2.24
Rb -9.26 -0.20 -3.12
Rb -10.38 -0.49 0.75
Rb -6.06 -2.83 1.19
Cl -6.78 1.43 -2.32
O -6.91 0.88 -3.66
O -8.03 1.32 -1.57
O -5.74 0.79 -1.46
O -6.31 2.78 -2.58
N -7.96 -1.32 -0.32
O -8.48 -0.58 -1.22
O -8.14 -1.05 0.84
O -6.97 -2.01 -0.64
*
```

E_LUMO in eV: -7.19
HOMO-LUMO gap in eV: 8.41
ΔE to the lowest compared entry with this formula, charge and spin in kcal per mole: 86.62
F_max in eV/A: 9.41

Mulliken atomic charge list, values in e, 8 entries: 0.948 0.960 1.025 1.036 1.782 -0.711 -0.589 -0.665



# 11
Entry from the Open Molecules 2025 dataset: 2 unconnected molecules or ions with the total composition ClOP at a distorted geometry (wB97M-V/def2-TZVPD).

ORCA input file:
```
! wB97M-V def2-TZVPD RIJCOSX def2/J DEFGRID3
* xyz 0 1
O -1.55 0.02 0.00
P 0.90 -0.88 0.00
Cl 2.14 0.62 0.00
*
```

E_LUMO (spin up / spin down) in eV: -3.40 / -3.40
HOMO-LUMO gap (spin up / spin down) in eV: 5.48 / 5.47
ΔE to the lowest compared entry with this formula, charge and spin in kcal per mole: 188.43
F_max in eV/A: 5.21

Atom-resolved charges from Mulliken, all expressed in e: -0.494 0.511 -0.017



# 12
Entry from the Open Molecules 2025 dataset: a molecular structure, CsF10N5O20S10 at a distorted geometry (wB97M-V/def2-TZVPD).

ORCA input file:
```
! wB97M-V def2-TZVPD RIJCOSX def2/J DEFGRID3
* xyz -4 1
Cs -1.14 -1.11 1.70
N 2.51 6.53 1.51
S 3.79 7.01 0.85
O 3.75 7.40 -0.53
O 5.00 6.32 1.41
F 3.81 8.45 1.61
S 2.32 5.30 0.38
O 3.45 4.44 0.10
O 1.44 5.63 -0.69
F 1.42 4.31 1.27
N 3.21 -2.54 -4.65
S 3.75 -1.71 -3.26
O 5.17 -1.68 -2.82
O 2.84 -1.56 -2.10
F 3.57 -0.21 -3.90
S 2.99 -3.84 -3.92
O 1.66 -3.88 -3.29
O 4.05 -4.49 -3.21
F 2.90 -4.86 -5.12
N -4.00 5.93 2.40
S -4.62 4.73 3.37
O -4.14 3.36 3.01
O -5.80 4.94 4.16
F -3.46 5.07 4.59
S -4.79 5.50 1.18
O -6.14 6.07 1.16
O -4.45 4.23 0.54
F -4.07 6.61 0.17
N -3.41 -0.82 -5.29
S -3.94 -2.46 -4.92
O -4.32 -2.89 -3.55
O -3.22 -3.48 -5.75
F -5.17 -2.37 -5.81
S -3.86 -0.12 -4.16
O -2.91 -0.20 -3.09
O -5.26 -0.12 -3.81
F -3.53 1.42 -4.68
N 1.97 -8.20 5.29
S 1.81 -7.12 3.89
O 2.90 -7.15 2.94
O 1.10 -5.84 4.09
F 0.67 -7.97 3.07
S 2.75 -7.18 6.15
O 2.06 -6.49 7.19
O 3.93 -6.56 5.48
F 3.41 -8.41 6.99
*
```

E_LUMO in eV: 5.06
HOMO-LUMO gap in eV: 7.38
F_max in eV/A: 12.32

Mulliken atomic charge list, values in e, 8 entries: 1.008 -0.330 1.103 -0.572 -0.620 -0.313 1.114 -0.548



# 13
Entry from the Open Molecules 2025 dataset: a molecular structure, CsFHO3P at a distorted geometry (wB97M-V/def2-TZVPD).

ORCA input file:
```
! wB97M-V def2-TZVPD RIJCOSX def2/J DEFGRID3
* xyz 2 1
O 2.43 -2.08 -3.04
H 2.00 -2.34 -3.88
F 3.51 -3.02 -3.06
P 1.43 -5.58 0.06
O 0.48 -4.44 -0.04
O -0.08 -3.33 -0.41
Cs -1.39 -0.46 1.75
*
```

E_LUMO (spin up / spin down) in eV: -11.76 / -11.79
HOMO-LUMO gap (spin up / spin down) in eV: 5.43 / 5.40
F_max in eV/A: 1.36

Atom-resolved charges from Mulliken, all expressed in e: -0.235 0.377 -0.137 0.878 0.281 -0.161 0.997



# 14
Entry from the Open Molecules 2025 dataset: a molecular structure, Cu2F3Zn at a distorted geometry (wB97M-V/def2-TZVPD).

ORCA input file:
```
! wB97M-V def2-TZVPD RIJCOSX def2/J DEFGRID3
* xyz 2 4
Cu -1.60 -0.05 1.49
Cu 1.99 0.73 1.33
Zn -1.08 -0.52 -1.92
F 1.79 -1.35 1.73
F -0.20 -0.15 -0.12
F -0.89 1.35 -2.51
*
```

E_LUMO (spin up / spin down) in eV: -10.98 / -13.71
HOMO-LUMO gap (spin up / spin down) in eV: 6.90 / 5.95
F_max in eV/A: 3.78

Atom-resolved charges from Mulliken, all expressed in e: 0.753 1.012 1.147 -0.129 -0.310 -0.474



# 15
Entry from the Open Molecules 2025 dataset: a molecular structure, CuH12O6 at a distorted geometry (wB97M-V/def2-TZVPD).

ORCA input file:
```
! wB97M-V def2-TZVPD RIJCOSX def2/J DEFGRID3
* xyz 2 2
Cu 0.16 -0.03 -0.24
O 2.06 -0.11 -1.16
H 2.60 -0.84 -0.87
H 2.66 0.60 -1.02
O 1.21 0.24 1.64
H 0.73 0.88 2.15
H 1.49 -0.44 2.30
O -1.68 0.28 0.92
H -2.51 0.57 0.49
H -1.90 0.15 1.81
O 0.02 -2.11 0.16
H 0.68 -2.81 0.00
H -0.29 -2.25 1.05
O -0.09 2.08 -0.58
H -0.94 2.53 -0.38
H 0.50 2.75 -0.27
O -1.22 -0.36 -1.86
H -1.61 -1.27 -1.76
H -1.86 0.13 -2.38
*
```

E_LUMO (spin up / spin down) in eV: -7.41 / -10.56
HOMO-LUMO gap (spin up / spin down) in eV: 13.02 / 9.64
ΔE to the lowest compared entry with this formula, charge and spin in kcal per mole: 7.40
F_max in eV/A: 2.60

Mulliken atomic charge list, values in e, 8 entries: 0.720 -0.454 0.342 0.348 -0.497 0.349 0.317 -0.401



# 16
Entry from the Open Molecules 2025 dataset: a molecular structure, CuH8O4 at a distorted geometry (wB97M-V/def2-TZVPD).

ORCA input file:
```
! wB97M-V def2-TZVPD RIJCOSX def2/J DEFGRID3
* xyz 1 1
Cu 0.02 0.04 -0.02
O 1.38 1.02 0.55
H 2.13 0.71 0.07
H 1.50 1.95 0.60
O 0.17 -1.72 -0.64
H 0.96 -1.93 -0.10
H -0.31 -2.49 -0.44
O -0.88 0.94 -1.44
H -1.63 1.52 -1.49
H -0.62 0.82 -2.34
O -1.12 -0.12 1.44
H -0.96 -1.07 1.62
H -0.65 0.32 2.17
*
```

E_LUMO in eV: -3.79
HOMO-LUMO gap in eV: 8.36
ΔE to the lowest compared entry with this formula, charge and spin in kcal per mole: 29.47
F_max in eV/A: 3.30

Mulliken atomic charge list, values in e, 8 entries: 0.262 -0.539 0.342 0.318 -0.524 0.395 0.317 -0.328



# 17
Entry from the Open Molecules 2025 dataset: a molecular structure, CuN5O15 at a distorted geometry (wB97M-V/def2-TZVPD).

ORCA input file:
```
! wB97M-V def2-TZVPD RIJCOSX def2/J DEFGRID3
* xyz -3 2
Cu -0.11 0.00 -0.15
N -0.90 2.79 -1.87
O -0.93 2.95 -3.09
O -1.06 3.76 -1.09
O -0.65 1.71 -1.30
N 1.27 -2.91 -0.86
O 0.64 -1.86 -0.66
O 1.91 -3.19 -1.88
O 1.53 -3.67 0.11
N -3.12 -1.24 0.94
O -3.39 -1.34 2.14
O -1.93 -1.02 0.57
O -4.05 -1.02 0.12
N 0.02 -0.15 3.16
O 0.15 0.19 1.96
O -1.04 -0.08 3.77
O 1.03 -0.50 3.82
N 2.65 1.34 -1.40
O 2.04 1.06 -0.34
O 3.72 1.96 -1.40
O 2.21 1.21 -2.58
*
```

E_LUMO (spin up / spin down) in eV: 7.93 / 5.38
HOMO-LUMO gap (spin up / spin down) in eV: 8.45 / 5.90
F_max in eV/A: 4.71

Mulliken atomic charge list, values in e, 8 entries: 1.056 0.826 -0.616 -0.651 -0.475 0.777 -0.451 -0.602



# 18
Entry from the Open Molecules 2025 dataset: a molecular structure, F14H14N7Na2O35S14 at a distorted geometry (wB97M-V/def2-TZVPD).

ORCA input file:
```
! wB97M-V def2-TZVPD RIJCOSX def2/J DEFGRID3
* xyz -5 1
Na -3.51 -14.18 -14.35
Na -1.01 -15.28 -15.79
N 2.23 -16.35 -9.31
S 2.77 -16.86 -7.82
O 1.73 -17.14 -6.86
O 4.05 -16.47 -7.32
F 3.13 -18.35 -8.36
S 2.35 -14.81 -9.02
O 3.69 -14.34 -9.22
O 1.52 -14.29 -7.97
F 1.61 -14.28 -10.34
N -1.23 -13.59 -14.11
S -0.64 -11.96 -14.18
O 0.76 -11.71 -14.20
O -1.51 -11.01 -13.53
F -1.04 -11.79 -15.69
S -0.47 -13.97 -12.78
O -0.79 -13.34 -11.55
O 0.85 -14.46 -13.00
F -1.24 -15.44 -12.74
N 3.93 -16.58 -16.32
S 2.62 -15.58 -16.56
O 1.48 -15.72 -15.68
O 2.39 -15.23 -17.92
F 3.33 -14.26 -16.08
S 3.17 -17.92 -16.44
O 2.46 -18.20 -17.67
O 2.56 -18.44 -15.25
F 4.43 -18.91 -16.61
N -5.66 -12.02 -17.07
S -5.06 -11.15 -15.78
O -4.63 -9.82 -16.05
O -4.44 -11.88 -14.72
F -6.56 -10.92 -15.21
S -4.32 -12.42 -17.76
O -3.49 -13.30 -16.96
O -3.75 -11.37 -18.54
F -4.97 -13.35 -18.90
N 3.06 -9.50 -10.06
S 4.48 -10.03 -9.62
O 5.44 -10.21 -10.66
O 4.52 -10.92 -8.49
F 4.94 -8.65 -8.89
S 2.35 -11.04 -10.22
O 1.82 -11.62 -9.02
O 2.82 -11.93 -11.23
F 1.01 -10.49 -10.91
N 0.80 -6.88 -16.19
S 0.47 -8.36 -16.67
O 0.04 -8.51 -18.04
O -0.04 -9.28 -15.69
F 2.01 -8.84 -16.75
S -0.77 -6.33 -16.30
O -1.76 -6.95 -15.48
O -1.16 -5.72 -17.54
F -0.40 -5.01 -15.38
N 0.83 -13.56 -20.01
S -0.36 -13.24 -19.04
O -0.23 -13.80 -17.71
O -1.68 -13.05 -19.59
F 0.02 -11.72 -18.76
S 0.20 -14.97 -20.64
O -0.73 -14.76 -21.71
O 0.13 -16.10 -19.75
F 1.54 -15.32 -21.48
O -1.42 -8.35 -12.74
H -1.07 -9.13 -13.20
H -1.86 -7.86 -13.44
O 3.65 -14.68 -12.96
H 4.07 -14.11 -12.30
H 2.82 -14.24 -13.16
O 2.66 -8.85 -12.75
H 1.83 -9.26 -13.04
H 2.81 -9.18 -11.83
O 1.31 -17.72 -12.79
H 0.60 -17.08 -12.82
H 1.49 -17.95 -13.72
O 3.65 -11.23 -14.45
H 3.53 -10.34 -14.10
H 2.77 -11.50 -14.75
O -1.25 -13.11 -8.91
H -1.02 -12.87 -9.83
H -0.46 -12.89 -8.41
O -0.44 -16.56 -10.11
H 0.51 -16.62 -9.87
H -0.52 -17.13 -10.88
*
```

E_LUMO in eV: 6.06
HOMO-LUMO gap in eV: 5.97
F_max in eV/A: 5.55

Mulliken atomic charge list, values in e, 8 entries: 0.916 0.927 -0.251 0.938 -0.652 -0.583 -0.337 1.027



# 19
Entry from the Open Molecules 2025 dataset: a molecular structure, F2H10NO9PtS2 at a distorted geometry (wB97M-V/def2-TZVPD).

ORCA input file:
```
! wB97M-V def2-TZVPD RIJCOSX def2/J DEFGRID3
* xyz 1 3
Pt -0.15 -0.11 0.63
N 0.37 0.59 -1.30
S -0.32 0.55 -2.68
O 0.00 -0.53 -3.60
O -0.66 1.80 -3.32
F -1.79 0.16 -2.02
S 1.92 1.00 -1.87
O 2.11 2.20 -2.63
O 2.79 -0.15 -2.07
F 2.49 1.47 -0.50
O 0.81 1.34 1.87
H 1.36 1.29 2.65
H 0.59 2.27 1.78
O -2.05 0.88 1.03
H -2.87 0.54 1.38
H -2.23 1.81 0.88
O -0.61 -1.10 2.50
H -0.05 -1.77 2.90
H -1.42 -1.13 3.02
O 1.52 -1.48 0.50
H 2.38 -1.37 0.90
H 1.55 -2.34 0.09
O -1.61 -1.74 -0.12
H -2.54 -1.54 -0.18
H -1.58 -2.66 0.16
*
```

E_LUMO (spin up / spin down) in eV: -4.35 / -4.60
HOMO-LUMO gap (spin up / spin down) in eV: 8.69 / 8.40
F_max in eV/A: 8.76

Mulliken atomic charge list, values in e, 8 entries: 1.660 0.098 0.861 -0.550 -0.522 -0.332 0.966 -0.500